C5H6N2O in the gas phase in a non-equilibrium geometry. Source: the OMol25 dataset; level of theory: wB97M-V/def2-TZVPD.

Summary:
relative energy (zero: lowest compared OMol25 entry of this formula, charge and spin)	455.2	kJ/mol
SMILES	C#C[C@@H]1CN1C(N)=O
total energy	-10304.886	eV
HOMO-LUMO gap	10.282	eV
max |F|	6.37	eV Å⁻¹
M	110.12	g mol⁻¹

CARTESIAN COORDINATES (ANGSTROEM)
C  1.324  0.534  0.193
C  -0.261  0.124  -1.447
C  -1.043  0.187  -0.183
C  -2.069  -0.636  0.448
C  -2.823  -1.529  0.947
H  3.482  0.401  -0.320
H  2.199  -1.086  -0.640
H  -0.727  -0.580  -2.191
H  0.359  1.016  -2.053
H  -1.147  1.058  0.430
H  -3.472  -2.270  1.564
N  2.463  -0.113  -0.065
N  0.377  -0.395  -0.273
O  1.082  1.619  0.729

And the Löwdin charges, in e, turn out to be:
1 C -0.66
2 C -0.11
3 C -0.25
4 C -0.08
5 C 0.10
6 H 0.20
7 H 0.19
8 H 0.12
9 H 0.19
10 H 0.12
11 H 0.07
12 N 0.10
13 N -0.02
14 O 0.05

A 3-piece molecular cluster, C3H11N2S2 overall in a non-equilibrium geometry. Source: the OMol25 dataset; level of theory: wB97M-V/def2-TZVPD.

Summary:
net charge	+1
relative energy (zero: lowest compared OMol25 entry of this formula, charge and spin)	353.6	kJ/mol
total energy	-27930.729	eV
HOMO-LUMO gap	7.234	eV
max |F|	4.48	eV Å⁻¹
M	139.27	g mol⁻¹

CARTESIAN COORDINATES (ANGSTROEM)
C  -0.255  -2.483  0.411
C  1.914  0.440  -1.126
C  -0.819  -1.302  -0.170
N  2.679  1.019  -1.993
N  1.107  -0.557  -1.213
S  -1.195  0.200  0.679
S  -3.612  2.843  2.653
H  0.232  -2.815  -0.506
H  0.262  -2.227  1.429
H  -1.008  -3.114  0.765
H  1.778  0.927  -0.188
H  3.128  1.916  -2.002
H  2.907  0.444  -2.781
H  -2.316  3.097  2.911
H  1.163  -0.859  -2.138
H  -1.430  -1.377  -1.161
H  -0.345  -0.279  1.755
H  -4.190  4.127  2.674

And the Löwdin charges, in e, turn out to be:
1 C -0.13
2 C -0.34
3 C -0.48
4 N 0.16
5 N 0.07
6 S 0.85
7 S 0.41
8 H 0.10
9 H 0.13
10 H 0.09
11 H 0.12
12 H 0.13
13 H 0.12
14 H -0.24
15 H 0.05
16 H 0.14
17 H -0.01
18 H -0.16

C21H29N7OS in the gas phase in a non-equilibrium geometry. Source: the OMol25 dataset; level of theory: wB97M-V/def2-TZVPD.

Summary:
relative energy (zero: lowest compared OMol25 entry of this formula, charge and spin)	18.5	kJ/mol
SMILES	CCC[C@H](c1nnnn1C[C@H]1CCCO1)N1CCN(c2nc3ccccc3s2)CC1
total energy	-45560.521	eV
HOMO-LUMO gap	8.321	eV
max |F|	1.58	eV Å⁻¹
M	427.58	g mol⁻¹

CARTESIAN COORDINATES (ANGSTROEM)
C  -4.751  -0.966  -0.529
C  -3.743  -1.443  -1.569
C  -2.785  -2.512  -1.044
H  -2.225  -2.930  -1.880
H  -3.350  -3.319  -0.574
C  -1.772  -1.985  -0.007
C  -0.913  -0.959  -0.671
N  -0.220  -1.151  -1.773
N  0.342  0.009  -2.078
N  0.034  0.902  -1.239
N  -0.765  0.346  -0.321
C  -1.254  1.096  0.797
H  -2.153  0.617  1.192
H  -0.482  1.116  1.575
C  -1.568  2.540  0.375
O  -2.057  3.265  1.493
C  -3.413  3.600  1.275
H  -3.619  4.518  1.825
C  -3.556  3.738  -0.239
H  -4.584  3.629  -0.576
H  -3.172  4.706  -0.561
C  -2.642  2.614  -0.726
H  -2.203  2.813  -1.700
H  -3.198  1.676  -0.777
H  -4.070  2.802  1.655
H  -0.632  3.009  0.050
N  -1.067  -3.123  0.566
C  -0.746  -3.046  1.970
H  -1.626  -2.719  2.529
C  0.440  -2.108  2.263
N  1.371  -2.160  1.154
C  1.946  -1.029  0.722
N  1.712  0.131  1.235
C  2.429  1.116  0.613
C  2.368  2.472  0.909
C  3.140  3.349  0.175
C  3.969  2.899  -0.846
C  4.042  1.553  -1.158
C  3.272  0.673  -0.426
S  3.137  -1.057  -0.602
H  4.677  1.196  -1.954
H  4.561  3.606  -1.407
H  3.098  4.406  0.397
H  1.721  2.816  1.701
C  1.405  -3.409  0.439
H  1.663  -4.202  1.151
C  0.027  -3.691  -0.206
H  0.002  -3.272  -1.212
H  -0.120  -4.775  -0.273
H  2.178  -3.370  -0.328
H  0.948  -2.412  3.188
H  0.115  -1.072  2.378
H  -0.506  -4.062  2.294
H  -2.319  -1.512  0.814
H  -4.291  -1.863  -2.414
H  -3.169  -0.594  -1.949
H  -5.320  -1.808  -0.141
H  -5.448  -0.260  -0.976
H  -4.265  -0.471  0.310

And the Löwdin charges, in e, turn out to be:
1 C -0.11
2 C -0.25
3 C -0.15
4 H 0.11
5 H 0.12
6 C -0.24
7 C -0.26
8 N 0.09
9 N -0.01
10 N 0.08
11 N -0.03
12 C -0.07
13 H 0.13
14 H 0.11
15 C -0.31
16 O -0.10
17 C -0.20
18 H 0.12
19 C -0.15
20 H 0.11
21 H 0.12
22 C -0.12
23 H 0.12
24 H 0.10
25 H 0.12
26 H 0.14
27 N -0.12
28 C -0.15
29 H 0.12
30 C -0.11
31 N -0.11
32 C -0.58
33 N 0.09
34 C -0.34
35 C -0.03
36 C -0.09
37 C -0.10
38 C -0.10
39 C -0.48
40 S 1.08
41 H 0.11
42 H 0.10
43 H 0.10
44 H 0.11
45 C -0.14
46 H 0.13
47 C -0.14
48 H 0.10
49 H 0.12
50 H 0.08
51 H 0.13
52 H 0.10
53 H 0.12
54 H 0.13
55 H 0.11
56 H 0.10
57 H 0.08
58 H 0.07
59 H 0.05

C13H3Cl5NO5SbSe4V as an isolated structure in a non-equilibrium geometry. Source: the OMol25 dataset; level of theory: wB97M-V/def2-TZVPD.

Summary:
net charge	-2
relative energy (zero: lowest compared OMol25 entry of this formula, charge and spin)	334.9	kJ/mol
multiplicity	2
total energy	-381481.903	eV
HOMO-LUMO gap (spin up / spin down)	3.977 / 4.738	eV
max |F|	4.73	eV Å⁻¹
M	918.98	g mol⁻¹

CARTESIAN COORDINATES (ANGSTROEM)
V  0.495  -0.133  -0.460
O  -0.550  4.172  3.489
C  -0.236  3.247  2.543
C  0.889  2.422  2.673
C  1.177  1.535  1.651
N  0.401  1.463  0.561
C  -0.720  2.192  0.460
C  -1.070  3.115  1.428
C  -1.466  1.767  -0.784
O  -2.318  2.462  -1.313
O  -1.036  0.638  -1.232
C  2.295  0.518  1.529
O  3.322  0.606  2.182
O  2.040  -0.368  0.633
H  0.024  4.040  4.253
H  1.505  2.435  3.560
H  -1.979  3.683  1.333
Cl  1.884  0.676  -2.136
C  1.245  -0.819  -2.686
C  0.565  -1.574  -1.734
C  -0.037  -2.753  -2.174
Cl  -0.986  -3.624  -1.041
C  0.096  -3.191  -3.484
Cl  -0.618  -4.676  -3.992
C  0.809  -2.419  -4.401
Cl  0.980  -2.946  -6.036
C  1.376  -1.206  -4.003
Cl  2.220  -0.203  -5.152
Se  -1.415  -4.493  3.287
Sb  -1.981  -2.170  2.716
Se  -4.414  -2.265  2.387
Se  -1.860  -1.113  4.935
Se  -0.640  -1.020  1.007

And the Löwdin charges, in e, turn out to be:
1 V 0.31
2 O 0.07
3 C -0.26
4 C 0.09
5 C -0.15
6 N -0.07
7 C -0.15
8 C 0.10
9 C -0.56
10 O 0.08
11 O -0.18
12 C -0.57
13 O 0.07
14 O -0.19
15 H 0.11
16 H 0.13
17 H 0.13
18 Cl 0.87
19 C -0.66
20 C -0.30
21 C -0.67
22 Cl 0.71
23 C -0.70
24 Cl 0.67
25 C -0.70
26 Cl 0.64
27 C -0.68
28 Cl 0.64
29 Se -0.31
30 Sb -0.41
31 Se -0.33
32 Se -0.32
33 Se 0.57

Q: Among the records above, which one has the lowest max |F|?
A: C21H29N7OS

Q: What is the formula in the fourth record?
A: C13H3Cl5NO5SbSe4V

Q: M of number 2 (C3H11N2S2)?
A: 139.27 g mol⁻¹

Q: What is the formula in the fourth record?
A: C13H3Cl5NO5SbSe4V